Record 1
# C16H37Cl17Nb

A molecular structure, C16H37Cl17Nb in a non-equilibrium geometry (the ωB97M-V functional and the def2-TZVPD basis, the Open Molecules 2025 dataset).

Structure (XYZ):
```
71
Properties=species:S:1:pos:R:3:forces:R:3:lowdin_charge:R:1
C 0.036 -3.313 1.506 0.0 -0.1 -0.2 -0.11
C -0.129 -2.522 0.211 0.3 -0.2 -0.1 -0.26
C 0.504 -1.133 0.273 0.1 -0.1 0.5 -0.21
C -0.277 -0.049 1.042 0.0 0.1 -0.3 -0.20
C -1.811 -0.128 0.982 -0.1 0.4 0.3 -0.21
C -2.484 -0.668 2.262 0.1 -0.1 -0.1 -0.22
C -3.304 -1.947 2.082 -0.3 0.3 0.2 -0.33
C -4.720 -1.666 1.533 0.9 0.5 -0.8 -0.42
Nb -5.261 -2.249 -0.595 -2.8 0.2 1.9 0.78
Cl -7.634 -1.868 -0.151 0.6 -0.2 -0.2 -0.28
H -0.385 -4.314 1.389 -0.1 0.0 0.1 0.06
H 1.101 -3.451 1.715 0.0 0.1 0.2 0.07
H -0.441 -2.821 2.354 0.0 0.0 0.0 0.06
H -1.176 -2.487 -0.085 0.0 0.1 0.0 0.06
H 0.382 -3.086 -0.577 -0.1 0.0 0.0 0.08
H 1.474 -1.256 0.772 0.1 0.1 -0.1 0.10
H 0.739 -0.781 -0.729 -0.2 0.0 -0.2 0.09
H 0.046 -0.015 2.085 0.0 -0.1 0.1 0.10
H 0.020 0.918 0.620 0.1 0.0 0.1 0.07
H -2.160 -0.687 0.114 0.0 0.0 -0.1 0.08
H -2.172 0.890 0.831 -0.1 0.0 -0.1 0.05
H -1.722 -0.818 3.035 0.1 -0.1 0.0 0.09
H -3.154 0.104 2.651 0.0 0.0 0.1 0.09
H -2.772 -2.623 1.413 0.1 -0.2 0.2 0.05
H -3.385 -2.418 3.069 0.1 -0.2 -0.1 0.09
H -4.974 -0.621 1.736 -0.2 0.0 0.1 0.01
H -5.478 -2.266 2.057 -0.1 -0.2 -0.2 0.01
H -5.401 -4.065 -0.382 0.6 -0.2 -0.7 -0.17
H -5.514 -2.435 -2.414 0.5 0.4 0.0 -0.19
H -4.888 -0.529 -1.149 0.6 -0.5 -0.5 -0.17
H -3.537 -2.611 -0.966 -0.1 0.0 0.0 -0.15
C 1.937 -0.322 -4.994 0.1 0.1 -0.1 -1.03
Cl 1.534 -1.939 -4.420 0.0 0.0 0.1 0.52
Cl 2.136 0.865 -3.689 0.0 -0.2 -0.1 0.48
H 2.873 -0.381 -5.537 0.0 0.0 0.0 0.02
H 1.136 0.021 -5.637 0.0 0.0 0.0 0.02
C -5.200 -7.400 0.656 0.0 -0.1 0.1 -1.04
Cl -3.914 -6.265 1.074 0.0 0.0 0.1 0.46
Cl -5.935 -7.105 -0.922 0.0 0.0 0.0 0.47
H -4.773 -8.396 0.639 0.0 0.0 0.0 0.01
H -5.973 -7.322 1.411 0.0 0.0 0.0 0.02
C -0.786 -7.292 -1.873 0.0 -0.1 0.0 -1.03
Cl -2.467 -6.790 -2.000 0.1 0.0 -0.1 0.51
Cl 0.352 -5.950 -2.100 0.0 0.0 0.0 0.50
H -0.625 -7.700 -0.881 0.0 0.0 0.0 0.02
H -0.583 -8.035 -2.635 0.0 0.0 0.0 0.02
C -3.539 3.514 -0.180 -0.1 0.0 -0.1 -1.02
Cl -2.066 3.167 -1.120 0.0 0.1 0.1 0.48
Cl -4.646 2.149 -0.179 0.0 0.1 0.0 0.52
H -3.258 3.736 0.844 0.1 0.0 0.0 0.01
H -4.014 4.369 -0.645 -0.1 0.0 0.0 0.01
C 2.186 4.745 -2.051 0.0 -0.1 -0.1 -1.00
Cl 1.710 3.210 -1.339 0.0 0.0 0.1 0.50
Cl 2.486 5.992 -0.822 0.1 0.1 0.0 0.53
H 3.103 4.600 -2.610 0.0 0.0 0.0 0.01
H 1.386 5.093 -2.694 0.0 0.0 0.1 0.03
C 6.189 5.010 -0.158 -0.1 0.0 0.1 -1.02
Cl 7.602 6.056 -0.383 0.0 0.0 0.0 0.51
Cl 5.967 3.885 -1.499 0.0 0.0 0.0 0.52
H 6.330 4.438 0.750 0.0 0.0 0.0 0.03
H 5.309 5.639 -0.091 0.0 0.0 0.0 -0.02
C 1.520 5.008 2.501 0.0 0.0 -0.1 -1.06
Cl 2.283 4.763 4.083 0.0 0.0 0.0 0.49
Cl 0.062 4.039 2.300 0.0 0.0 0.0 0.52
H 1.255 6.055 2.410 0.0 0.0 0.0 0.02
H 2.228 4.722 1.734 0.0 0.0 0.0 -0.03
C 11.251 6.802 0.798 0.0 0.0 0.0 -1.04
Cl 11.002 8.125 1.943 0.0 0.0 0.0 0.50
Cl 12.681 7.050 -0.212 0.0 0.0 0.0 0.50
H 11.384 5.885 1.359 0.0 0.0 0.0 0.03
H 10.384 6.737 0.154 0.0 0.0 0.0 -0.02
```
Forces are in eV/Å.

## Properties
electronic energy = -8511.913067 a.u.
total charge = -1
molecular weight = 925.08 g mol⁻¹

Record 2
# C16H37ClNNbO16PS4

A molecular structure, C16H37ClNNbO16PS4 in a non-equilibrium geometry (the ωB97M-V functional and the def2-TZVPD basis, the Open Molecules 2025 dataset).

Structure (XYZ):
```
77
Properties=species:S:1:pos:R:3:forces:R:3:lowdin_charge:R:1
N 2.844 -3.797 -0.930 0.6 -0.1 0.0 -0.02
C 4.085 -3.110 -1.398 0.5 0.2 -0.4 -0.28
C 3.974 -2.454 -2.854 0.3 1.3 0.8 -0.20
C 3.005 -1.147 -2.833 0.4 -1.1 -1.1 -0.27
C 1.455 -1.560 -2.756 -0.4 0.7 -1.5 -0.39
Nb 0.222 -0.471 -1.196 2.0 -1.9 -2.2 1.42
C -1.557 -0.606 -2.633 0.2 0.5 0.0 -0.38
O -2.857 -0.763 -2.002 0.0 -1.6 -0.9 -0.28
C -3.070 -2.087 -1.498 -1.3 0.6 1.0 -0.29
O -2.820 -3.148 -2.441 0.8 0.3 1.3 -0.15
C -1.749 -4.019 -2.023 0.2 -1.4 -0.6 -0.20
C -2.063 -4.854 -0.674 0.9 1.2 -0.3 -0.20
O -0.783 -5.038 0.008 -0.8 0.1 -0.3 -0.14
C 1.882 -0.457 0.381 -0.5 1.0 1.5 -0.37
C 2.769 0.859 0.432 4.4 -3.1 1.3 -0.79
O 3.993 0.707 0.699 -4.4 1.4 -1.3 -0.09
Cl 2.176 2.559 0.131 0.1 -1.2 0.4 0.52
P -1.294 0.772 0.502 -0.7 0.8 -0.3 0.06
S -1.523 -0.227 2.192 0.0 -0.5 0.7 -0.13
H 2.787 -3.785 0.098 0.1 -0.2 -0.8 0.06
H 2.797 -4.770 -1.275 0.0 0.9 0.4 0.06
H 4.987 -3.818 -1.404 -1.0 0.9 0.1 0.10
H 4.306 -2.257 -0.667 -0.2 -1.2 -1.0 0.10
H 5.024 -2.035 -3.095 -1.4 -0.8 0.3 0.11
H 3.690 -3.176 -3.684 0.3 0.9 1.3 0.07
H 3.194 -0.637 -3.851 -0.4 -0.6 1.6 0.10
H 3.355 -0.414 -2.039 -0.4 -1.0 -0.8 0.07
H 0.998 -1.282 -3.783 0.6 -0.5 1.4 0.04
H 1.273 -2.686 -2.643 0.5 1.5 0.1 0.02
H -0.340 -2.056 -0.434 0.0 0.0 0.5 -0.08
H 0.785 1.116 -1.873 0.0 0.5 0.1 -0.11
H -1.318 -1.372 -3.444 -0.7 0.7 0.9 0.05
H -1.588 0.418 -3.171 0.1 -1.4 0.8 0.07
H -4.192 -2.152 -1.234 1.6 0.3 -0.6 0.15
H -2.511 -2.175 -0.510 -0.2 -0.3 -1.4 0.09
H -1.649 -4.818 -2.852 -0.2 1.3 1.0 0.12
H -0.719 -3.508 -1.990 -1.7 -0.5 0.3 0.08
H -2.515 -5.853 -0.972 0.8 1.1 0.7 0.12
H -2.774 -4.315 0.034 0.7 -0.6 -1.1 0.12
H -0.368 -4.149 0.145 -0.7 -0.7 -0.3 0.06
H 1.337 -0.515 1.402 0.6 0.3 -1.4 0.03
H 2.522 -1.412 0.341 -0.6 1.8 0.0 0.03
H -2.617 1.030 -0.034 0.9 0.5 0.3 -0.07
H -0.620 1.999 0.817 -0.8 -0.4 -0.4 -0.14
C -0.198 -5.822 -6.129 0.0 -0.2 -0.5 -0.17
C 0.629 -7.034 -5.729 -0.5 -0.1 0.4 -0.18
O 1.955 -6.536 -5.553 0.0 0.7 -0.2 -0.19
S 1.877 -5.007 -5.011 -0.2 0.2 0.2 0.64
O 2.029 -5.028 -3.589 0.0 0.1 -1.1 -0.23
O 2.676 -4.184 -5.866 -0.3 -0.6 0.7 -0.22
O 0.313 -4.743 -5.349 0.7 -0.4 0.4 -0.19
H -0.054 -5.577 -7.186 0.0 -0.1 0.0 0.13
H -1.261 -5.964 -5.932 0.1 0.2 0.2 0.14
H 0.611 -7.819 -6.486 0.3 0.1 0.0 0.13
H 0.292 -7.444 -4.773 -0.1 0.0 -0.1 0.13
C -0.017 5.202 3.644 0.7 0.2 -0.2 -0.17
C -0.730 6.492 3.270 -0.2 0.0 0.6 -0.18
O -1.401 6.202 2.043 0.1 -0.7 -0.2 -0.19
S -1.842 4.639 2.038 0.2 -0.2 0.2 0.64
O -3.213 4.558 2.445 0.9 -0.1 -0.4 -0.23
O -1.351 4.035 0.838 -0.7 0.9 0.7 -0.27
O -0.917 4.155 3.278 -0.8 0.5 -0.5 -0.18
H 0.903 5.079 3.066 0.0 0.0 0.0 0.14
H 0.212 5.152 4.705 -0.2 -0.2 -0.2 0.11
H -0.041 7.327 3.143 -0.1 -0.1 -0.3 0.14
H -1.486 6.755 4.013 0.1 0.0 0.0 0.11
C -3.161 8.303 7.331 -0.6 -0.4 0.2 -0.17
C -2.557 8.010 8.696 -0.1 0.6 0.1 -0.17
O -1.475 7.116 8.437 0.1 -0.1 -0.9 -0.18
S -0.837 7.461 6.986 -0.1 0.2 0.3 0.66
O 0.310 8.295 7.185 -0.7 -0.7 -0.4 -0.22
O -0.798 6.258 6.212 0.2 1.0 0.9 -0.23
O -2.049 8.390 6.438 0.7 -0.2 0.4 -0.19
H -3.801 7.482 6.998 0.0 0.1 0.0 0.14
H -3.730 9.232 7.322 0.2 0.0 -0.1 0.14
H -3.275 7.557 9.379 0.2 -0.2 -0.1 0.14
H -2.146 8.917 9.149 -0.1 0.0 0.0 0.13
```
Forces are in eV/Å.

## Properties
electronic energy = -4341.352208 a.u.
total charge = -1
molecular weight = 787.06 g mol⁻¹

Record 3
# C16H37N14O22PS

11 unconnected molecules or ions with the total composition C16H37N14O22PS in a non-equilibrium geometry (the ωB97M-V functional and the def2-TZVPD basis, the Open Molecules 2025 dataset).

Structure (XYZ):
```
91
Properties=species:S:1:pos:R:3:forces:R:3:lowdin_charge:R:1
N 2.909 -2.920 -1.259 -0.4 1.6 -3.0 -0.23
P 2.571 -1.788 -2.387 1.3 -2.1 1.5 0.68
O 3.206 -0.225 -1.886 -2.4 -2.4 0.2 -0.27
O 3.209 -2.253 -3.951 -0.5 3.0 2.6 -0.23
C 0.670 -1.617 -2.458 -4.7 2.7 -0.3 -0.20
C -0.322 -2.865 -2.961 -2.8 4.3 1.3 0.01
C -1.938 -2.530 -2.943 2.2 -0.5 0.1 -0.14
N -2.912 -3.651 -3.352 2.1 2.3 2.5 0.01
C -2.619 -1.103 -2.505 0.4 0.7 0.0 -0.19
N -4.125 -0.789 -2.513 7.0 2.4 1.3 -0.23
S -4.064 0.897 -1.986 2.1 -1.9 -0.4 0.89
N -2.412 1.384 -1.691 0.1 -6.3 -2.2 -0.27
C -1.628 0.137 -2.041 -1.1 -1.3 -0.3 -0.22
C -0.006 -0.159 -2.020 -0.3 -2.6 -1.0 -0.01
H 3.460 -3.685 -1.705 -0.4 0.8 0.5 -0.02
H 2.821 -0.118 -0.945 1.0 -0.3 -1.9 0.09
H 3.782 -1.497 -4.308 -1.0 -1.2 0.5 0.03
H 0.099 -3.909 -3.304 -1.0 2.4 0.8 0.11
H -2.329 -4.517 -3.289 -1.0 0.8 0.0 0.07
H -3.635 -3.624 -2.573 1.1 -0.4 -1.4 0.09
H 0.721 0.711 -1.681 -1.8 -2.1 -0.9 0.09
C 5.744 1.798 -4.402 0.1 0.1 0.0 0.05
N 5.363 0.829 -5.465 0.3 0.0 -1.0 -0.38
O 5.857 0.996 -6.586 -1.1 -0.7 1.7 0.08
O 4.578 -0.071 -5.144 0.9 0.9 -0.8 0.01
H 6.435 2.531 -4.823 -0.2 -0.3 0.0 0.10
H 4.829 2.285 -4.057 0.1 -0.3 0.1 0.12
H 6.222 1.234 -3.599 -0.4 0.1 -0.3 0.07
C -7.406 -2.032 0.164 -0.2 -0.4 -0.3 0.03
N -7.221 -0.601 -0.197 0.1 0.8 -0.5 -0.41
O -7.287 -0.307 -1.397 0.2 -0.1 1.8 0.03
O -7.014 0.187 0.733 -0.2 -0.8 -1.4 0.03
H -7.579 -2.608 -0.748 0.1 0.3 0.1 0.10
H -6.495 -2.367 0.664 -0.2 0.1 0.1 0.11
H -8.270 -2.095 0.829 0.4 0.0 -0.1 0.07
C -8.084 0.171 4.069 0.4 0.1 -0.1 0.05
N -8.961 -0.968 3.685 -0.6 -0.6 -0.1 -0.39
O -8.518 -1.767 2.852 -0.9 0.8 1.4 0.03
O -10.069 -1.026 4.229 1.6 -0.2 -1.0 0.05
H -7.145 0.096 3.516 -0.3 -0.1 0.0 0.09
H -8.610 1.093 3.814 0.1 -0.2 0.1 0.10
H -7.904 0.100 5.144 -0.2 0.1 -0.1 0.10
C -3.868 2.190 1.193 -0.1 -0.2 -0.1 0.00
N -3.418 2.487 2.580 0.2 0.1 0.8 -0.42
O -3.749 1.689 3.465 0.6 1.3 -0.9 0.04
O -2.745 3.511 2.742 -1.0 -1.4 0.1 0.04
H -4.447 1.265 1.200 0.1 0.2 0.1 0.08
H -4.484 3.028 0.861 0.2 -0.1 0.0 0.08
H -2.975 2.083 0.573 -0.1 0.2 0.2 0.06
C -11.321 -1.257 7.692 -0.2 -0.1 -0.3 0.04
N -10.292 -0.328 8.232 0.8 0.7 0.4 -0.42
O -9.819 0.508 7.453 -0.5 -1.1 1.3 0.04
O -9.989 -0.463 9.423 -0.3 0.3 -1.8 0.05
H -11.489 -1.025 6.638 0.2 0.0 0.3 0.08
H -10.940 -2.274 7.807 -0.1 0.2 0.1 0.10
H -12.236 -1.108 8.270 0.2 -0.1 0.0 0.10
C -6.267 5.361 3.643 0.2 0.3 0.1 0.04
N -6.648 4.392 2.580 -0.3 -0.7 -0.7 -0.41
O -6.154 4.558 1.459 -0.8 -0.4 1.5 0.04
O -7.433 3.492 2.901 1.2 1.2 -0.6 0.05
H -5.576 6.093 3.222 -0.2 -0.3 0.0 0.10
H -7.182 5.847 3.988 0.1 -0.2 0.0 0.10
H -5.789 4.797 4.446 -0.2 0.1 -0.1 0.10
C 3.212 -0.771 -7.919 0.2 0.2 0.0 0.02
N 2.422 -1.288 -9.069 -0.6 -0.3 -0.9 -0.43
O 2.583 -0.731 -10.161 -0.4 -0.9 1.4 0.05
O 1.664 -2.238 -8.843 1.0 1.4 -0.5 0.05
H 3.832 0.060 -8.261 -0.2 -0.3 0.0 0.09
H 2.504 -0.436 -7.158 0.1 -0.2 -0.1 0.10
H 3.833 -1.590 -7.551 -0.2 0.1 0.0 0.10
C 8.502 0.677 -0.701 0.3 0.0 -0.1 0.04
N 7.280 1.302 -1.277 -0.7 0.1 0.0 -0.41
O 7.443 2.169 -2.144 -0.4 -0.9 1.2 0.03
O 6.193 0.905 -0.843 1.5 0.8 -0.9 0.06
H 9.381 1.120 -1.173 -0.3 0.0 0.1 0.10
H 8.499 0.877 0.372 -0.1 -0.2 -0.3 0.07
H 8.452 -0.394 -0.906 -0.1 0.2 0.1 0.11
C 11.312 2.079 3.315 0.2 0.3 0.1 0.05
N 10.522 1.562 2.165 -0.2 0.0 -0.9 -0.40
O 10.683 2.119 1.072 -0.4 -1.1 1.6 0.07
O 9.764 0.612 2.391 0.9 1.3 -0.5 0.03
H 11.932 2.910 2.973 -0.2 -0.3 0.0 0.10
H 10.604 2.414 4.076 0.1 -0.2 -0.1 0.11
H 11.933 1.260 3.683 -0.2 0.1 0.0 0.11
C 9.283 -2.608 2.258 -0.2 0.0 0.3 0.04
N 10.379 -3.444 1.697 0.8 -0.7 -0.3 -0.43
O 10.798 -4.372 2.399 -0.4 1.3 -1.2 0.05
O 10.786 -3.146 0.569 -0.5 -0.5 1.6 0.04
H 9.026 -2.982 3.251 0.1 0.0 -0.3 0.10
H 9.649 -1.581 2.316 -0.1 -0.3 -0.2 0.06
H 8.429 -2.687 1.582 0.2 0.1 0.0 0.11
```
Forces are in eV/Å.

## Properties
relative energy (zero: lowest compared OMol25 entry of this formula, charge and spin) = 11.554 eV
structure (SMILES) = N=P(O)(O)c1cc(N)c2nsnc2c1.C[N+](=O)[O-].C[N+](=O)[O-].C[N+](=O)[O-].C[N+](=O)[O-].C[N+](=O)[O-].C[N+](=O)[O-].C[N+](=O)[O-].C[N+](=O)[O-].C[N+](=O)[O-].C[N+](=O)[O-]
molecular weight = 840.59 g mol⁻¹